1.
DFT (wB97M-V/def2-TZVPD) results for a cluster of 2 separate species, C21H28BBrF2N in total at a distorted geometry.

```
54
Properties=species:S:1:pos:R:3:forces:R:3
F -1.5024 1.9832 -5.7129 0.2 -0.7 0.8
C -1.2660 1.0373 -4.7719 -0.2 0.1 0.1
C -0.4162 -0.0212 -5.0480 0.1 0.3 -0.5
C -0.1652 -0.9833 -4.0889 0.1 -0.1 0.0
C -0.7870 -0.9216 -2.8658 -0.2 0.0 0.5
C -1.6555 0.1378 -2.5555 0.3 -0.1 -0.5
C -2.2583 0.2008 -1.2645 0.0 0.3 0.0
C -3.0079 1.2549 -0.7955 0.0 0.1 -0.2
C -3.5369 1.2877 0.4750 -0.2 0.2 -0.1
C -4.3742 2.3196 0.9910 -0.2 0.3 0.3
C -4.8152 3.3978 0.2087 -0.1 0.5 -0.5
C -5.6606 4.3577 0.7216 0.1 -0.1 -0.3
F -6.0967 5.3720 -0.0646 0.4 -0.8 0.6
C -6.0814 4.2692 2.0384 -0.3 0.4 -0.2
C -5.6455 3.2286 2.8342 0.0 -0.1 0.2
C -4.8056 2.2666 2.3258 0.2 -0.3 0.0
C -1.8725 1.1170 -3.5388 -0.2 0.5 -0.2
H 0.0540 -0.0695 -6.0142 0.1 0.0 -0.2
H 0.5180 -1.7892 -4.3005 0.1 -0.1 -0.1
H -0.5992 -1.6753 -2.1196 0.1 -0.2 0.1
H -2.1062 -0.6366 -0.6047 0.2 -0.3 0.2
H -3.1632 2.0958 -1.4439 -0.1 0.2 -0.1
H -3.3127 0.4631 1.1284 0.0 -0.3 0.3
H -4.5158 3.4953 -0.8164 0.0 0.1 -0.3
H -6.7622 5.0131 2.4179 -0.1 0.1 0.1
H -5.9821 3.1640 3.8555 0.0 0.0 0.1
H -4.4666 1.4625 2.9557 0.0 -0.2 0.1
H -2.5064 1.9623 -3.3516 -0.2 0.2 0.0
C 4.6278 -0.2957 -0.4004 0.3 -0.2 -0.1
C 3.4729 -0.2625 0.5765 0.4 0.1 -0.4
N 3.2642 -1.5626 1.3208 -0.2 0.5 0.3
C 2.9843 -2.7488 0.4188 0.4 -0.1 0.1
C 1.8899 -2.5173 -0.6003 -0.4 0.3 -0.2
C 4.4356 -1.8260 2.2398 0.7 0.0 -0.3
C 4.2438 -2.9846 3.1913 -0.4 -0.3 0.2
B 1.9820 -1.2977 2.1997 -1.1 -0.3 0.5
Br 2.2544 0.0124 3.6823 0.2 0.5 0.4
H 1.1020 -0.8507 1.5558 -0.2 0.3 -0.7
H 4.7391 0.6555 -0.9247 -0.1 0.0 0.1
H 5.5733 -0.5009 0.1026 0.0 0.1 0.0
H 4.4915 -1.0709 -1.1553 0.0 0.0 -0.1
H 3.6244 0.5266 1.3188 0.0 -0.3 0.1
H 2.5445 -0.0002 0.0631 0.1 -0.3 0.2
H 3.9178 -3.0260 -0.0773 0.0 0.2 0.0
H 2.7189 -3.6015 1.0491 0.0 0.4 0.1
H 1.7286 -3.3986 -1.2264 0.2 -0.1 0.2
H 0.9406 -2.2845 -0.1164 0.1 0.0 0.1
H 2.1262 -1.6884 -1.2691 0.0 0.0 0.0
H 5.3216 -1.9926 1.6224 -0.1 -0.1 -0.1
H 4.6310 -0.9101 2.8045 -0.3 -0.1 -0.2
H 5.1275 -3.1398 3.8160 0.0 0.2 -0.2
H 3.3977 -2.8169 3.8589 0.1 0.0 0.0
H 4.0616 -3.9184 2.6579 0.1 0.0 0.0
H 1.5881 -2.2895 2.6968 0.1 -0.7 0.1
```
Positions in Å, forces in eV/Å.

Output
Electronic energy: -3670.108744 a.u.
Charge: +1
Frontier orbital gap: 4.7 eV
E_HOMO: -10.68 eV
M: 423.174 g/mol



2.
DFT (wB97M-V/def2-TZVPD) results for a structure of composition C21H28CeI2NO7 at a distorted geometry.

```
60
Properties=species:S:1:pos:R:3:forces:R:3
Ce -0.3783 0.0478 0.3153 0.4 -0.3 -0.5
C 2.1580 2.4270 0.1515 -0.1 0.6 -0.6
C 0.9363 3.2360 -0.2918 0.8 0.1 0.7
O -0.0674 2.3064 -0.7079 -0.1 -0.3 0.1
C -1.0083 2.7902 -1.6696 -0.6 -0.3 -0.7
C -2.0101 1.6428 -1.9061 -0.3 0.7 0.3
O -1.3634 0.3694 -1.9681 0.3 0.1 0.4
C -0.6410 0.1113 -3.1800 0.8 -0.6 -0.3
C 0.8676 0.3390 -2.9742 -0.5 0.6 -0.3
O 1.3425 -0.2358 -1.7542 -0.5 -0.1 0.3
C 1.9208 -1.5400 -1.8806 0.1 -0.7 0.3
C 0.8701 -2.6425 -1.6803 0.4 0.5 -0.8
O 0.0592 -2.3326 -0.5465 0.0 0.5 0.3
C 0.2823 -3.1470 0.6084 0.0 -0.2 1.0
C 1.4676 -2.6362 1.4369 -0.4 -0.8 -0.5
O 1.2320 -1.2338 1.6500 -0.3 0.2 -0.4
C 2.2558 -0.5375 2.3658 0.5 1.0 0.2
C 2.8306 0.5630 1.4678 0.3 -0.8 0.4
O 1.7307 1.3642 1.0124 -0.6 -0.3 -0.1
H 2.8607 3.0818 0.6811 -0.1 -0.1 -0.1
H 2.6624 1.9988 -0.7246 0.0 0.0 0.2
H 1.2213 3.8993 -1.1133 -0.1 -0.1 0.0
H 0.5609 3.8495 0.5364 0.0 -0.1 -0.2
H -0.4862 3.0665 -2.5968 0.0 0.0 0.2
H -1.5530 3.6722 -1.3087 0.2 -0.1 0.0
H -2.5880 1.8201 -2.8206 0.0 0.0 0.2
H -2.7011 1.5608 -1.0523 0.1 0.1 -0.3
H -0.9971 0.7505 -3.9932 -0.1 -0.1 0.1
H -0.8478 -0.9319 -3.4447 0.0 0.3 0.0
H 1.0792 1.4101 -2.8987 0.0 -0.2 -0.1
H 1.4223 -0.0561 -3.8304 -0.1 0.0 0.1
H 2.6827 -1.5943 -1.0957 -0.1 0.0 -0.2
H 2.4125 -1.6531 -2.8527 0.0 0.0 0.2
H 1.3697 -3.6091 -1.5648 -0.1 0.1 0.0
H 0.2031 -2.6990 -2.5474 0.1 -0.1 0.2
H 0.4311 -4.1950 0.3283 0.0 0.2 0.0
H -0.6388 -3.0539 1.1996 0.3 -0.3 -0.2
H 2.4226 -2.7780 0.9116 -0.1 0.1 0.2
H 1.4952 -3.1729 2.3933 0.0 0.2 -0.1
H 3.0492 -1.2212 2.6793 -0.1 0.1 -0.1
H 1.8014 -0.0881 3.2597 0.1 -0.2 -0.2
H 3.3508 0.1304 0.5974 -0.1 0.2 0.2
H 3.5424 1.1716 2.0396 -0.2 0.0 -0.1
I -3.0257 -3.4955 2.9061 -0.3 0.4 0.2
C -3.2669 -1.4230 3.1612 0.6 -1.0 -0.6
C -4.0886 -0.9163 4.1580 -0.2 0.2 0.2
C -4.2274 0.4426 4.3260 -0.7 0.0 0.9
I -5.4869 1.1386 5.8789 0.5 -0.3 -0.6
C -3.5185 1.3408 3.4959 0.6 -0.1 -0.6
C -3.6048 2.7402 3.5840 0.1 -0.1 -0.1
C -2.8693 3.5191 2.7279 0.2 -0.1 -0.2
C -2.0304 2.9056 1.7964 0.1 0.5 0.0
N -1.8981 1.5938 1.6607 -0.2 -0.6 0.0
C -2.6534 0.8044 2.4904 -0.2 -0.2 0.1
C -2.5469 -0.6084 2.2915 -1.5 0.7 1.9
O -1.8149 -1.0958 1.3267 1.2 0.9 -1.5
H -4.6221 -1.5992 4.8001 -0.1 -0.1 0.1
H -4.2498 3.1913 4.3228 -0.1 0.0 0.1
H -2.9251 4.5927 2.7735 0.0 0.2 0.0
H -1.4412 3.5255 1.1323 0.0 0.0 0.0
```
Positions in Å, forces in eV/Å.

Output
Electronic energy: -2468.045089 a.u.
Charge: +3
Frontier orbital gap (alpha / beta): 4.3 / 4.3 eV
E_HOMO (alpha / beta): -15.90 / -15.90 eV
M: 800.379 g/mol



3.
DFT (wB97M-V/def2-TZVPD) results for a structure of composition C21H28Cl3MgOSbTe at a distorted geometry.

```
56
Properties=species:S:1:pos:R:3:forces:R:3
Mg 0.1659 -1.1549 -2.7065 0.8 -0.3 0.4
Cl -6.5684 0.6831 -4.1783 0.0 -0.1 -0.2
C -4.8733 0.5683 -3.8678 1.1 -1.4 0.1
C -4.2432 -0.6912 -3.7834 -1.3 -0.2 -0.3
C -2.9312 -0.8099 -3.3583 0.5 0.5 -0.2
Cl -2.0159 -2.3870 -3.2268 -0.9 1.0 -0.2
C -2.1722 0.3383 -3.0785 1.6 1.8 1.4
O -0.9228 0.3500 -2.5461 -1.8 -0.5 -1.3
C -2.7927 1.6273 -3.2941 -0.5 -2.2 -0.6
Cl -1.8902 3.0595 -3.2102 0.5 0.4 0.3
C -4.1104 1.6970 -3.7121 0.1 1.2 0.3
H -4.8718 -1.5222 -4.1076 0.5 -0.1 0.4
H -4.5345 2.6858 -3.8910 0.0 -0.3 0.1
Te 2.6029 -2.3741 -2.5460 -1.3 -0.7 0.1
C 3.7729 -0.7076 -2.8736 0.3 1.1 0.6
C 4.2658 -0.4084 -4.1259 0.2 0.4 -0.1
C 5.0805 0.7124 -4.3003 -0.3 0.3 -0.5
C 5.4148 1.5394 -3.2332 0.2 -1.1 0.1
C 5.0222 1.1622 -1.9386 -0.5 0.3 -0.5
C 4.1221 0.1098 -1.7868 0.3 -0.3 0.1
H 3.9555 -1.0338 -4.9458 0.2 0.0 -0.3
H 5.4119 1.0089 -5.3060 -0.2 -0.3 0.5
H 6.0454 2.3763 -3.4786 0.1 0.3 0.5
H 5.3509 1.7049 -1.0608 -0.1 0.2 -0.1
H 3.6909 -0.1272 -0.8084 0.4 0.1 -0.3
C -1.7048 0.5715 4.3393 0.1 -1.1 -0.1
C -2.0774 0.7773 2.8794 1.8 -0.7 -0.3
C -3.4582 0.2976 2.6047 -1.8 -0.1 -0.4
Sb -0.7641 -0.3844 1.5211 1.3 -0.9 0.6
C 0.0376 -2.0333 2.8810 -0.8 0.8 -0.6
C 1.1317 -2.8001 2.1511 0.5 0.2 -0.3
C -1.1643 -2.8598 3.2822 0.3 -1.4 -0.5
C 1.2033 0.6496 1.6654 -1.0 -0.1 0.7
C 1.1691 1.6468 0.5226 1.6 -0.2 -0.8
C 1.2994 1.3940 3.0153 -0.3 0.4 -0.1
H -2.0205 1.4301 4.8881 -0.4 0.5 0.8
H -0.6505 0.3801 4.5921 -0.4 0.2 -0.4
H -2.2598 -0.3255 4.6479 0.1 0.4 0.4
H -1.9404 1.8051 2.5871 0.0 0.5 -0.2
H -3.5456 -0.7944 2.6010 0.2 0.0 0.1
H -3.8504 0.6148 1.6140 0.2 0.0 0.6
H -4.1649 0.6231 3.3983 0.3 0.1 -0.5
H 0.4802 -1.5900 3.7810 -0.1 0.2 -0.2
H 0.7881 -3.2809 1.2101 0.1 0.2 0.6
H 1.6203 -3.5564 2.8062 -0.5 0.3 -0.4
H 1.9314 -2.0822 1.8822 -0.3 -0.6 0.0
H -1.7538 -3.2367 2.4179 0.3 0.4 0.3
H -1.8220 -2.3193 3.9431 -0.3 0.1 0.3
H -0.8094 -3.7827 3.7751 -0.3 0.2 0.2
H 1.9483 -0.1645 1.5780 -0.2 0.7 -0.1
H 0.2182 2.1399 0.4342 -0.6 0.2 -0.1
H 1.4353 1.1853 -0.4671 -0.4 0.4 0.8
H 1.8975 2.4441 0.7214 0.1 0.0 -0.2
H 0.4172 2.0657 3.0782 0.6 -0.1 0.1
H 2.2072 2.0368 3.1198 -0.5 -0.5 -0.2
H 1.2260 0.7418 3.8938 0.3 0.0 -0.3
```
Positions in Å, forces in eV/Å.

Output
Electronic energy: -2981.163454 a.u.
Frontier orbital gap: 7.9 eV
E_HOMO: -7.95 eV
M: 676.478 g/mol



4.
DFT (wB97M-V/def2-TZVPD) results for a structure of composition C21H28Cl3O4Sn at a distorted geometry.

```
57
Properties=species:S:1:pos:R:3:forces:R:3
O -4.3367 -1.9159 -4.1076 -1.9 -1.0 -1.2
C -5.7949 -1.8874 -3.8001 0.0 0.4 0.6
C -6.2230 -2.5213 -5.0982 0.9 0.3 0.1
H -6.1416 -0.8503 -3.7470 0.2 -0.4 0.5
H -6.0261 -2.4712 -2.9072 0.1 0.4 0.0
C -4.7171 -2.4126 -5.4291 -0.5 -0.5 -1.1
H -6.8031 -1.8165 -5.6878 -0.4 -0.5 -0.2
H -6.6245 -3.5301 -5.0500 -0.1 0.1 -0.1
C -4.5530 -1.3409 -6.4798 0.3 0.2 0.0
H -5.0965 -0.4428 -6.1638 0.1 -0.1 -0.2
H -4.9903 -1.7302 -7.4075 0.2 0.3 0.0
H -3.5071 -1.0595 -6.6349 0.0 -0.1 -0.1
C -4.1136 -3.7406 -5.8501 0.5 0.1 0.2
H -4.2762 -4.5216 -5.0987 -0.1 0.2 -0.1
H -3.0297 -3.6524 -6.0018 -0.2 0.0 -0.1
H -4.5845 -4.0476 -6.7952 0.2 0.0 0.3
Sn -0.0039 -0.4251 -0.4933 -2.3 0.7 2.0
C 1.4127 -2.0226 1.2632 -0.1 -0.1 -0.3
C 0.1736 -1.4359 1.6960 0.3 0.2 -0.4
C -0.8947 -2.0858 0.9570 -0.1 -0.5 -0.6
H 0.0171 -0.7928 2.5638 0.1 -0.1 -0.5
C -0.2825 -3.0558 0.0888 0.2 0.0 0.6
C 1.1156 -3.0056 0.2949 -0.3 -0.4 0.2
H 1.8317 -3.6858 -0.1481 0.0 0.3 -0.1
H 2.3784 -1.7961 1.7126 -0.2 0.0 -0.3
H -1.9560 -1.9701 1.1812 0.4 0.1 -0.3
H -0.8440 -3.7638 -0.5131 0.2 0.3 -0.1
C 1.5918 1.5779 -1.7073 -1.3 0.5 -0.6
C 1.7310 0.5873 -2.7139 -0.7 0.2 -0.7
C 0.4308 0.1442 -3.1128 2.5 -0.5 -0.2
H 2.6872 0.3088 -3.1686 -0.6 -0.2 0.3
C -0.5445 0.8774 -2.3452 -0.2 -0.4 0.8
C 0.1930 1.7614 -1.4443 1.4 0.5 -0.4
H -0.2713 2.5574 -0.8597 0.2 -0.5 -0.1
H 2.3727 2.2041 -1.2683 -0.2 -0.5 -0.1
H 0.2154 -0.5700 -3.9139 0.0 0.3 0.5
H -1.6201 0.8901 -2.5269 0.3 0.0 0.1
O -4.8195 -0.2282 -1.9643 1.9 -0.7 1.3
C -3.6148 -1.0499 -1.7580 0.0 0.3 0.1
C -4.0495 -2.1375 -0.7833 -0.9 0.4 -0.3
H -2.7747 -0.4632 -1.3167 -0.8 0.0 0.1
H -3.2526 -1.4690 -2.6890 -0.3 0.3 0.0
C -4.8810 -1.2964 0.2024 0.1 -0.1 0.1
H -3.2175 -2.7311 -0.3873 -0.2 0.3 0.2
H -4.7353 -2.8334 -1.2743 0.3 0.0 -0.2
C -5.3720 -0.0818 -0.6271 0.3 0.1 -0.2
H -4.1929 -0.9327 0.9646 -0.3 0.0 0.4
H -5.7432 -1.8354 0.6261 0.6 0.1 0.1
H -4.9957 0.8593 -0.1668 -0.4 -0.5 -0.3
H -6.4684 -0.0671 -0.7286 0.4 0.2 0.0
Cl -0.8689 1.6210 3.8274 0.1 0.0 -0.3
C -0.6412 2.1296 2.1476 -0.4 -0.4 -0.4
Cl -0.6632 3.8739 1.9977 0.1 -0.1 0.0
Cl 0.9936 1.5297 1.5956 -0.1 0.5 0.4
C -1.8589 1.5356 1.2853 -1.4 -0.2 -0.2
O -2.9637 1.9598 1.5472 1.4 -0.1 0.1
O -1.6549 0.6173 0.3683 0.8 0.6 0.8
```
Positions in Å, forces in eV/Å.

Output
Electronic energy: -2712.333143 a.u.
Charge: +1
Frontier orbital gap (alpha / beta): 4.1 / 4.2 eV
E_HOMO (alpha / beta): -11.67 / -11.67 eV
M: 569.521 g/mol



5.
DFT (wB97M-V/def2-TZVPD) results for a structure of composition C21H28ClCrN3O3 at a distorted geometry.

```
57
Properties=species:S:1:pos:R:3:forces:R:3
Cr 0.4035 0.1957 -0.1490 0.5 -0.1 -0.5
Cl 2.4434 0.8095 -1.1108 1.1 0.6 0.1
N 1.0313 -1.5492 0.8354 2.0 -1.8 -1.2
N -1.0524 1.6137 -0.7272 -0.3 1.2 -3.1
C 1.8184 -2.4155 0.1759 -2.1 2.3 2.8
C -1.3582 1.8704 -2.0104 0.3 -0.1 4.2
C 1.2547 -1.7553 2.3006 0.3 -0.2 -0.4
C 2.5452 -2.5806 2.3018 0.1 0.1 -0.6
C 0.0851 -2.5164 2.8769 -0.2 -0.5 0.0
C 1.4162 -0.4658 3.0554 0.0 -0.1 0.9
H -0.2714 -3.2553 2.1569 -0.1 -0.1 0.1
H -0.7244 -1.8275 3.1235 -0.1 -0.1 -0.1
H 0.4115 -3.0249 3.7898 -0.2 0.0 0.0
H 2.3591 -0.0030 2.7536 -0.4 0.1 0.3
H 1.4195 -0.5965 4.1487 0.1 -0.5 -0.1
H 0.5768 0.2074 2.8166 0.7 -0.6 0.4
C -1.4820 2.8051 0.0626 0.4 0.3 -0.2
C -2.4330 3.5136 -0.8943 -0.1 -0.4 -0.1
C -0.3416 3.7982 0.3083 0.4 0.0 0.2
C -2.1036 2.3487 1.3671 -0.2 0.2 0.1
H -2.9104 1.6504 1.1474 -0.1 -0.1 0.1
H -2.5170 3.2171 1.8899 0.0 -0.1 0.1
H -1.3728 1.8617 2.0258 0.0 0.2 -0.3
H 0.2008 4.0147 -0.6390 -0.4 0.1 0.6
H 0.3495 3.3435 0.9948 0.3 0.0 -0.1
H -0.7006 4.7128 0.8408 0.0 -0.5 -0.8
O -2.0846 2.9796 -2.2032 -0.2 0.1 -0.2
H -2.2731 4.5906 -0.9271 -0.1 -0.1 0.0
H -3.4708 3.2856 -0.6510 -0.2 -0.1 -0.4
O 2.6314 -3.1437 0.9521 0.3 -0.1 0.3
H 2.5569 -3.3907 3.0252 0.0 -0.2 -0.1
H 3.4300 -1.9458 2.4427 -0.2 -0.1 -0.1
C 1.8255 -2.6151 -1.2796 0.3 -0.3 -0.3
C -0.9883 1.0365 -3.1627 -0.1 0.0 -0.7
C -0.8913 -0.4057 -2.7827 -0.9 -1.2 -0.3
H -0.0110 1.3964 -3.5299 -0.2 -0.1 0.1
H -1.7301 1.2048 -3.9605 0.3 0.0 0.2
C 0.3368 -0.8962 -2.3115 1.7 1.7 0.6
C 0.5123 -2.2166 -1.8650 -1.3 -0.9 -0.5
H 1.2470 -0.2453 -2.4169 -1.2 -1.0 -0.3
C -0.5829 -3.0819 -1.9174 1.4 0.5 0.1
C -1.7899 -2.6108 -2.4367 -0.9 -0.5 0.1
C -0.4708 -4.4804 -1.4065 -0.2 -0.5 0.2
C -1.9765 -1.2853 -2.8262 0.7 1.1 -0.2
H -2.6348 -3.3013 -2.5052 0.2 0.2 0.0
C -3.3208 -0.8017 -3.2600 -0.6 -0.1 -0.1
H -4.0083 -1.6457 -3.3392 -0.1 0.0 0.0
H -3.3142 -0.2884 -4.2285 0.1 -0.1 0.1
H -3.7513 -0.1044 -2.5319 0.0 0.0 0.0
H 0.3955 -5.0266 -1.7987 -0.1 0.1 0.0
H -1.3672 -5.0444 -1.6732 0.0 -0.1 0.0
H -0.3972 -4.5076 -0.3125 0.0 0.0 0.0
H 2.0775 -3.6666 -1.4915 0.0 0.3 0.1
H 2.6279 -1.9768 -1.6773 -0.1 -0.1 0.0
O 2.6505 3.0475 2.2737 -0.4 -1.4 -0.6
C 1.9422 2.1575 1.8252 -2.5 -0.4 -0.4
N 1.0702 1.3860 1.4593 2.5 3.3 0.2
```
Positions in Å, forces in eV/Å.

Output
2S+1: 4
<S²>: 3.796
Electronic energy: -2711.690547 a.u.
Charge: -1
Frontier orbital gap (alpha / beta): 3.6 / 4.6 eV
E_HOMO (alpha / beta): -0.84 / -1.84 eV
M: 457.922 g/mol



6.
DFT (wB97M-V/def2-TZVPD) results for an isolated molecule of C21H28ClN3O2.

```
55
Properties=species:S:1:pos:R:3:forces:R:3
C -2.9053 -3.7945 2.0732 0.2 0.3 -0.3
C -2.7283 -3.1990 0.6890 -0.4 -0.3 -0.1
O -1.7649 -2.1476 0.7673 0.1 -0.1 0.4
C -1.6611 -1.3573 -0.3051 0.1 0.2 -0.4
O -2.3233 -1.5120 -1.2984 0.0 -0.1 0.0
C -0.6463 -0.2402 -0.0875 0.1 0.2 0.2
C -1.2531 0.7240 0.9649 0.0 -0.2 -0.1
C -2.6479 1.1496 0.6104 0.0 0.2 0.2
C -3.7428 0.4321 1.0779 0.0 0.1 0.0
C -5.0325 0.7809 0.7234 -0.1 0.1 -0.1
C -5.2340 1.8691 -0.1089 0.2 -0.1 0.1
Cl -6.8436 2.3154 -0.5589 -0.2 0.1 -0.1
C -4.1616 2.6104 -0.5748 -0.1 0.0 0.0
C -2.8778 2.2466 -0.2112 -0.1 -0.1 0.1
C 0.6714 -0.8085 0.4577 0.1 -0.2 -0.2
C 1.3778 -1.6401 -0.6209 0.0 0.1 0.3
N 1.6609 -0.8989 -1.8342 0.1 -0.1 -0.2
C 2.6616 0.1529 -1.7150 0.1 0.0 -0.1
C 4.0534 -0.3689 -1.3385 -0.2 0.2 0.2
C 4.3795 -0.2326 0.1573 0.0 -0.5 -0.5
N 4.2764 1.1292 0.6033 0.3 0.4 0.2
C 5.2079 2.0984 0.5271 0.0 0.2 0.1
C 4.6326 3.2493 1.0144 0.1 0.0 -0.1
C 3.3298 2.8690 1.3572 0.2 0.0 -0.1
N 3.1311 1.5897 1.0999 -0.6 -0.2 0.3
C 0.4118 -0.4063 -2.3852 -0.2 0.1 0.0
C -0.3913 0.4770 -1.4177 0.0 -0.3 -0.2
H -3.6247 -4.6070 2.0313 -0.1 -0.1 0.0
H -3.2651 -3.0393 2.7673 -0.1 0.0 0.1
H -1.9569 -4.1778 2.4400 0.1 -0.1 0.1
H -2.3700 -3.9516 -0.0225 -0.1 0.1 0.0
H -3.6674 -2.7876 0.3021 0.2 -0.1 0.0
H -0.5986 1.5940 1.0434 0.1 0.0 0.0
H -1.2608 0.2098 1.9278 0.0 0.1 0.0
H -3.5860 -0.4096 1.7363 0.0 -0.1 0.1
H -5.8763 0.2166 1.0891 -0.1 0.0 0.0
H -4.3307 3.4621 -1.2150 0.0 0.1 0.0
H -2.0437 2.8316 -0.5689 0.1 0.1 0.0
H 0.4712 -1.4341 1.3282 0.0 0.1 0.1
H 1.3118 0.0196 0.7701 -0.1 0.0 0.0
H 2.3047 -2.0635 -0.2323 0.0 -0.1 0.0
H 0.7330 -2.4777 -0.9089 0.1 -0.1 0.1
H 2.7214 0.6156 -2.7041 0.0 0.0 0.1
H 2.3723 0.9373 -1.0017 0.0 0.0 -0.2
H 4.8023 0.1965 -1.8966 0.0 0.0 0.0
H 4.1378 -1.4152 -1.6317 0.1 -0.1 -0.1
H 5.3981 -0.5859 0.3427 -0.1 0.0 0.1
H 3.6847 -0.8162 0.7622 0.1 0.1 0.0
H 6.1922 1.9057 0.1501 0.2 -0.1 -0.1
H 5.0805 4.2164 1.1128 0.1 0.2 0.0
H 2.5442 3.4660 1.7765 -0.2 0.1 0.1
H 0.6274 0.1530 -3.2986 0.0 0.0 0.0
H -0.1940 -1.2741 -2.6576 0.0 0.1 -0.1
H -1.3443 0.7267 -1.8845 0.0 0.1 0.0
H 0.1563 1.4009 -1.2242 0.0 0.1 0.1
```
Positions in Å, forces in eV/Å.

Output
Structure (SMILES): CCOC(=O)C1(Cc2ccc(Cl)cc2)CCN(CCCn2cccn2)CC1
Electronic energy: -1591.967950 a.u.
Frontier orbital gap: 8.9 eV
E_HOMO: -8.15 eV
M: 389.927 g/mol



> What is the formula in the fourth record?

C21H28Cl3O4Sn